[1]
ORCA calculation (wB97M-V/def2-TZVPD) on C20H20N4O4 in the gas phase in a non-equilibrium geometry.

```
48
Properties=species:S:1:pos:R:3
C 0.0747 -1.7027 -4.1705
H 1.1444 -1.9013 -4.2157
O -0.1966 -1.3802 -2.8288
C -1.4859 -1.1099 -2.4736
C -1.6746 -0.8393 -1.1175
C -2.9369 -0.5447 -0.6308
C -4.0229 -0.5257 -1.5111
C -3.8275 -0.7963 -2.8462
C -2.5655 -1.0877 -3.3446
H -2.4451 -1.2921 -4.3960
H -4.6690 -0.7806 -3.5229
H -5.0004 -0.2984 -1.1183
O -3.2318 -0.2782 0.6694
C -2.1836 -0.1370 1.6034
C -1.2340 0.9979 1.2995
C 0.1297 0.8071 1.3379
C 1.0255 1.8397 1.0422
C 0.5018 3.0865 0.7035
C -0.8608 3.2993 0.6673
C -1.7474 2.2677 0.9701
O -3.0912 2.3925 0.9871
C -3.6737 3.6194 0.6227
H -4.7488 3.4621 0.6897
H -3.3823 4.4231 1.3070
H -3.4133 3.8991 -0.4028
H -1.2303 4.2777 0.4045
H 1.1704 3.9004 0.4631
C 2.4546 1.6463 1.0677
N 2.9843 0.5036 1.2750
N 4.3197 0.3897 1.2908
C 5.0340 -0.7676 1.5139
O 6.2477 -0.7063 1.5412
C 4.2839 -2.0043 1.7021
C 4.7665 -3.2685 2.0206
C 3.6288 -4.0754 2.0737
N 2.5371 -3.3744 1.8079
N 2.9402 -2.1396 1.5877
H 2.3086 -1.3817 1.3601
H 3.5599 -5.1224 2.2903
H 5.7870 -3.5420 2.1866
H 4.8951 1.2256 1.1551
H 3.0747 2.5329 0.8921
H 0.5205 -0.1610 1.6123
H -1.6221 -1.0757 1.7013
H -2.7017 0.0632 2.5477
H -0.8044 -0.8725 -0.4853
H -0.4721 -2.5965 -4.4878
H -0.1672 -0.8720 -4.8417
```

Output
Max |F| in eV/A: 1.23
Spin multiplicity: 1
DFT total energy in Ha: -1294.05760
Frontier orbital gap in eV: 8.308
SMILES string: COc1cccc(OCc2cc(/C=N/NC(=O)c3ccn[nH]3)ccc2OC)c1

These are the Löwdin partial charges, in e, on atoms 1 to 2: -0.0924, 0.0923

---

[2]
ORCA calculation (wB97M-V/def2-TZVPD) on C20H20N4O5S2 in the gas phase in a non-equilibrium geometry.

```
51
Properties=species:S:1:pos:R:3
C 4.6511 3.4192 -1.5159
C 3.6558 3.0362 -0.4374
H 3.3103 3.9151 0.1193
H 4.0898 2.3301 0.2802
O 2.5364 2.4237 -1.0737
C 1.5656 1.9706 -0.2892
O 1.6123 2.0371 0.9318
C 0.4619 1.3527 -1.0147
C -0.5075 0.6381 -0.3329
N -0.5722 0.5143 1.0305
C -1.5398 -0.2228 1.6359
O -2.3953 -0.8019 1.0014
C -1.4165 -0.2881 3.1416
H -2.3875 -0.4622 3.6072
H -0.9067 0.5793 3.5550
S -0.4109 -1.7573 3.5502
C -1.6726 -2.8878 3.9952
N -2.8767 -2.4709 4.2004
N -3.8217 -3.3431 4.5547
C -3.5644 -4.5982 4.6989
C -2.2206 -5.1677 4.5022
O -1.8896 -6.3223 4.6323
N -1.2980 -4.1858 4.1355
H -0.3381 -4.4716 3.9721
C -4.6566 -5.5284 5.0860
H -5.5787 -4.9761 5.2351
H -4.3797 -6.0579 5.9963
H -4.7903 -6.2757 4.3051
H 0.1795 1.0117 1.5183
S -1.6395 -0.1295 -1.3695
C -0.8179 0.5224 -2.7453
C 0.2599 1.2881 -2.4312
C 1.0761 1.9858 -3.4322
C 1.6819 1.2851 -4.4647
C 2.4546 1.9329 -5.4134
C 2.6230 3.3108 -5.3465
C 1.9960 4.0228 -4.3213
C 1.2349 3.3694 -3.3795
H 0.7494 3.9319 -2.5963
H 2.1233 5.0938 -4.2921
O 3.3638 4.0529 -6.2158
C 4.0064 3.3976 -7.2817
H 4.5228 4.1777 -7.8389
H 3.2874 2.8995 -7.9401
H 4.7378 2.6663 -6.9224
H 2.9185 1.3522 -6.1952
H 1.5617 0.2131 -4.5203
H -1.1969 0.3217 -3.7274
H 4.1848 4.0941 -2.2284
H 5.5109 3.9065 -1.0657
H 4.9804 2.5322 -2.0499
```

Output
Max |F| in eV/A: 1.29
Spin multiplicity: 1
DFT total energy in Ha: -2165.75655
Frontier orbital gap in eV: 8.337
SMILES string: CCOC(=O)c1c(-c2ccc(OC)cc2)csc1NC(=O)CSc1nnc(C)c(=O)[nH]1

These are the Löwdin partial charges, in e, on atoms 1 to 2: -0.0527, -0.2087

---

Record-wise ΔE to the lowest compared entry with this formula, charge and spin values, in kcal per mole: 86.2 15.2